# 1
Molecular formula: C51H48Br2Cl2EuIN4P2S2
Method: DFT, ωB97M-V/def2-TZVPD

ORCA input file:
```
! wB97M-V def2-TZVPD RIJCOSX def2/J DEFGRID3
* xyz 2 7
Eu 10.24069 12.51739 15.29218
Br 5.45092 14.00577 14.96311
C 5.78961 12.25748 14.19749
Br 6.96858 11.21976 15.36844
H 6.28337 12.30049 13.18912
H 4.80972 11.72180 14.13212
C 13.12641 9.19934 16.33142
N 12.28143 8.11266 15.95278
C 10.98255 8.44668 15.44445
P 11.10625 9.49486 13.98173
C 9.73308 9.05614 12.89231
C 9.84305 9.42156 11.59553
C 8.74922 9.33390 10.66718
C 7.51805 8.95225 11.16695
C 7.37078 8.67581 12.52259
C 8.43925 8.78488 13.41209
C 12.65958 9.12033 13.04634
C 13.18950 7.89476 12.81722
C 14.31765 7.76541 11.99993
C 14.86796 8.80132 11.34281
C 14.30648 10.06651 11.54700
C 13.27482 10.20032 12.41668
C 12.28343 7.09801 16.99416
C 11.24882 6.87177 17.83614
C 11.19481 5.78739 18.72352
C 12.29437 4.92782 18.72347
C 13.34424 5.09256 17.84698
C 13.35823 6.23463 17.01234
P 12.61599 10.63341 17.36899
C 12.19521 10.02105 18.98769
C 10.85335 10.03791 19.34413
C 10.46483 9.52358 20.61055
C 11.29432 8.71695 21.36499
C 12.63163 8.66400 20.93883
C 13.07066 9.24820 19.77975
C 14.29785 11.38819 17.55453
C 14.49636 12.13784 18.73973
C 15.73224 12.79687 18.93223
C 16.80629 12.66484 18.01731
C 16.61817 11.83134 16.92768
C 15.37550 11.23385 16.67543
H 13.55483 9.63434 15.41082
H 14.09998 8.70856 16.78599
H 10.30720 8.83348 16.20895
H 10.67328 7.44303 15.15209
H 10.76268 9.70457 11.23149
H 8.84079 9.71469 9.62290
H 6.63607 8.98894 10.50378
H 6.40112 8.28254 12.91479
H 8.39644 8.60385 14.48705
H 12.78170 7.00120 13.26160
H 14.84645 6.85765 11.94596
H 15.72735 8.63981 10.73734
H 14.74045 10.99226 11.05520
H 12.90841 11.18675 12.50765
H 10.44855 7.61211 17.93198
H 10.20039 5.62447 19.23810
H 12.22382 4.09722 19.39301
H 14.17185 4.44713 17.98178
H 14.13933 6.39378 16.26550
H 10.15621 10.55115 18.72873
H 9.44159 9.51988 20.86838
H 10.95542 8.21138 22.25688
H 13.31596 8.03091 21.48434
H 14.12014 9.17992 19.41699
H 13.76235 12.05668 19.48513
H 15.79158 13.29310 19.94220
H 17.70106 13.28174 18.22795
H 17.45754 11.63592 16.17787
H 15.38685 10.58876 15.79984
I 8.91771 12.84169 12.17251
C 8.12966 14.81734 12.47187
C 7.29708 15.43501 11.53160
C 6.70090 16.69092 11.85226
C 7.02334 17.31081 12.97284
C 7.90955 16.71788 13.91560
C 8.21259 17.37244 15.05837
C 9.19679 16.87717 15.97526
C 9.57776 15.52242 15.78165
C 9.21980 14.75639 14.68297
C 8.42544 15.40790 13.71023
H 7.03752 14.90021 10.61268
H 6.14698 17.17308 11.07640
H 6.59148 18.30073 13.13313
H 7.73902 18.36023 15.22581
H 9.47249 17.51067 16.85050
H 10.26236 15.08216 16.52405
S 13.88758 15.30354 13.19311
C 14.66841 14.26175 14.27972
C 13.76441 13.30952 14.75041
N 12.44784 13.49713 14.29637
C 12.40387 14.58949 13.48580
H 15.69950 14.18588 14.51690
H 14.04493 12.55617 15.46153
H 11.43849 14.97406 13.11869
Cl 11.64846 11.13191 9.14948
C 13.25060 11.46068 8.44793
Cl 13.98197 12.91723 9.09434
H 13.14484 11.67792 7.38638
H 13.94478 10.63708 8.69258
C 8.29727 13.13451 21.19657
N 9.58826 13.21638 20.51493
C 10.66090 13.74756 21.19880
C 11.70696 13.75041 20.35791
N 11.18962 13.36007 19.09562
C 9.92111 12.98198 19.24026
S 8.86070 12.52344 18.02782
H 8.06303 14.15584 21.56848
H 8.33124 12.30511 21.92465
H 7.63367 12.75894 20.43378
H 10.54663 14.15964 22.22008
H 12.71869 14.24766 20.49390
H 11.74408 13.07139 18.29196
*
```

Results
E_LUMO (alpha / beta) ... -7.2 / -4.4 eV
ΔE to the lowest compared entry with this formula, charge and spin ... 0.0 kJ/mol
HOMO level (alpha / beta) ... -12.383 / -12.385 eV


# 2
Molecular formula: C51H49ClF10N2O5P
Method: DFT, ωB97M-V/def2-TZVPD

ORCA input file:
```
! wB97M-V def2-TZVPD RIJCOSX def2/J DEFGRID3
* xyz 1 1
C 5.22938 0.25456 1.84310
C 4.13794 0.02169 1.12847
C 3.96807 0.47094 -0.30026
C 2.80607 1.42371 -0.46400
C 2.98629 2.81058 -0.49348
C 4.40800 3.28903 -0.30091
O 5.23164 3.23893 -1.15446
O 4.59201 3.68968 0.97347
C 5.86217 4.14805 1.36097
F 6.23940 5.19205 0.63525
F 5.74895 4.49195 2.63079
F 6.76570 3.17399 1.23308
C 1.93631 3.72230 -0.65814
P 2.26491 5.53880 -0.70596
N 1.58728 6.31468 0.43487
O 1.91618 5.89425 -2.21990
O 3.84039 5.75766 -0.70326
C 0.63526 3.21600 -0.76255
C -0.66976 3.97770 -0.96259
F -0.45516 5.21001 -1.51189
C -1.52149 4.09043 0.33306
C -1.83632 5.52639 0.73968
N 0.48862 1.85945 -0.67843
Cl -1.09071 1.21435 -0.75001
C 1.50068 0.94616 -0.55420
C 1.13598 -0.50645 -0.49973
C 0.47088 -0.91495 0.84550
O -0.58919 -1.82705 0.66026
H 5.35123 -0.21927 2.80455
H 6.01128 0.91209 1.48517
H 3.32229 -0.53010 1.58737
H 4.89138 0.93389 -0.63941
H 3.81546 -0.40013 -0.93911
H 1.08270 5.71245 1.07217
H 1.61047 6.81025 -2.29895
H 4.28098 5.52674 -1.53468
H -1.24381 3.42836 -1.71141
H -2.47196 3.59109 0.13833
H -1.05965 3.52726 1.14875
H -0.96205 6.13279 0.95727
H -2.45518 6.01250 -0.01250
H -2.43631 5.48089 1.65102
H 0.46424 -0.75675 -1.32370
H 2.02602 -1.10864 -0.65629
H 1.18960 -1.39468 1.50707
H 0.09867 -0.01181 1.34563
H -1.02142 -1.68006 -0.18671
F -0.61577 -1.03886 -4.12355
C -1.52955 -0.27491 -4.77817
C -1.13541 0.95579 -5.26218
C -2.07261 1.74153 -5.92035
C -3.37512 1.28764 -6.07654
C -3.74371 0.04594 -5.57655
C -2.81549 -0.75178 -4.92078
H -0.11338 1.28659 -5.12845
H -1.78270 2.70183 -6.31440
H -4.10085 1.90287 -6.59135
H -4.75826 -0.30847 -5.69852
H -3.07796 -1.72634 -4.53149
F 5.29145 -1.86352 5.03055
C 4.13818 -1.72521 5.72946
C 4.07782 -0.77336 6.72624
C 2.89325 -0.63846 7.43625
C 1.80592 -1.45241 7.14799
C 1.89646 -2.40382 6.14068
C 3.07190 -2.54214 5.41573
H 4.94233 -0.15954 6.94036
H 2.82385 0.10238 8.22138
H 0.88833 -1.34655 7.71113
H 1.05518 -3.04149 5.91720
H 3.16432 -3.27399 4.62342
F 1.37195 -5.35289 4.13070
C 1.75155 -5.53862 2.84994
C 2.70265 -6.50311 2.57977
C 3.09898 -6.69849 1.26454
C 2.54958 -5.93444 0.24409
C 1.59496 -4.97240 0.54358
C 1.18508 -4.76606 1.85387
H 3.12003 -7.08600 3.38948
H 3.83672 -7.45567 1.03674
H 2.85603 -6.09730 -0.78022
H 1.15518 -4.37910 -0.24887
H 0.43035 -4.02813 2.09800
F -2.88426 4.58097 -6.78503
C -4.03193 5.28809 -6.93705
C -4.29695 5.86640 -8.16026
C -5.47602 6.58267 -8.30792
C -6.35731 6.71184 -7.24306
C -6.06209 6.11954 -6.02336
C -4.88906 5.39536 -5.86201
H -3.59322 5.75595 -8.97394
H -5.70579 7.04067 -9.26022
H -7.27341 7.27314 -7.36463
H -6.74637 6.22058 -5.19182
H -4.63984 4.91887 -4.92328
F 0.30641 -8.44840 -1.74388
C -0.85015 -8.34314 -1.05441
C -0.93906 -7.39845 -0.05259
C -2.13031 -7.29017 0.65071
C -3.20081 -8.12169 0.35072
C -3.08099 -9.06500 -0.66092
C -1.89802 -9.18089 -1.37721
H -0.08884 -6.76655 0.16671
H -2.21892 -6.55363 1.43909
H -4.12551 -8.03669 0.90526
H -3.91138 -9.71758 -0.89454
H -1.78389 -9.90529 -2.17202
F -0.74681 -2.60441 4.49372
C -1.91541 -1.92272 4.50200
C -2.30236 -1.29100 3.33911
C -3.50234 -0.59359 3.33538
C -4.28208 -0.53435 4.48269
C -3.86257 -1.17954 5.63875
C -2.66884 -1.88742 5.65641
H -1.66056 -1.36912 2.47055
H -3.83346 -0.09829 2.43109
H -5.21668 0.00965 4.47633
H -4.46818 -1.13449 6.53357
H -2.32771 -2.40457 6.54303
*
```

Results
E_LUMO ... -4.6 eV
HOMO level ... -10.556 eV


# 3
Molecular formula: C51H50Cl2Ge2NO5PS3Ti
Method: DFT, ωB97M-V/def2-TZVPD

ORCA input file:
```
! wB97M-V def2-TZVPD RIJCOSX def2/J DEFGRID3
* xyz -1 2
Ti 0.39944 0.08666 0.23881
Cl -2.51824 3.37760 2.67133
C -3.00733 2.38235 1.34199
C -4.33538 2.40962 0.89977
C -4.74836 1.63917 -0.15260
Cl -6.41796 1.70342 -0.66421
C -3.84478 0.78163 -0.81833
C -4.15861 -0.06118 -1.90360
C -3.19286 -0.88247 -2.41062
C -1.90659 -0.86797 -1.85101
N -1.56485 -0.06132 -0.87420
C -2.51293 0.75533 -0.34855
C -2.04955 1.57690 0.73335
O -0.81290 1.51756 1.07109
H -5.04106 3.05562 1.40455
H -5.16227 -0.06366 -2.30689
H -3.40783 -1.55314 -3.23196
H -1.13539 -1.52970 -2.22364
C 1.87971 -3.12366 -1.44422
P 1.73197 -1.33268 -1.83282
C 1.19840 -1.41348 -3.59086
C 1.59814 -2.43108 -4.45832
C 1.14929 -2.46337 -5.77017
C 0.29395 -1.47426 -6.23972
C -0.10966 -0.45590 -5.39032
C 0.33868 -0.43196 -4.07625
C 3.50941 -0.89797 -1.98361
C 4.08316 -0.48292 -3.18283
C 5.43347 -0.16242 -3.24473
C 6.22770 -0.26116 -2.11264
C 5.66304 -0.67177 -0.91333
C 4.31476 -0.98476 -0.84515
H 2.64427 -3.61142 -2.04775
H 0.91553 -3.60939 -1.61060
H 2.13684 -3.21257 -0.39029
H 2.27412 -3.20307 -4.11336
H 1.47050 -3.26029 -6.42968
H -0.05531 -1.50006 -7.26460
H -0.77652 0.32149 -5.74195
H 0.00741 0.35478 -3.41362
H 3.47854 -0.39981 -4.07604
H 5.86060 0.17001 -4.18324
H 7.27794 -0.00089 -2.15927
H 6.26424 -0.72357 -0.01436
H 3.87899 -1.26930 0.10295
O -0.84408 -2.00957 0.86259
S -0.77716 -3.49489 0.98910
C -2.18785 -4.18255 0.07110
C -3.59574 -3.76149 0.38989
C -4.58820 -4.73250 0.46974
C -5.90795 -4.37865 0.71507
C -6.24552 -3.04440 0.88703
C -5.25833 -2.07011 0.81239
C -3.94312 -2.42360 0.55570
C -1.18293 -3.85060 2.73093
C -2.37313 -3.12987 3.29364
C -3.53580 -3.82260 3.61726
C -4.64262 -3.15048 4.10964
C -4.59863 -1.77235 4.27725
C -3.43757 -1.07675 3.96873
C -2.32278 -1.75085 3.48854
H -2.06887 -5.26573 0.15747
H -1.92579 -3.91016 -0.95740
H -4.32492 -5.77738 0.34173
H -6.66979 -5.14639 0.77366
H -7.27264 -2.76355 1.08417
H -5.50999 -1.02576 0.95347
H -3.17398 -1.66347 0.51345
H -0.25585 -3.53496 3.21797
H -1.26945 -4.93693 2.80523
H -3.57958 -4.89608 3.46920
H -5.54460 -3.70038 4.34857
H -5.46779 -1.24370 4.64962
H -3.39073 -0.00212 4.09911
H -1.41683 -1.20687 3.25115
C 1.94555 2.44216 -3.01282
Ge 0.62092 2.20007 -1.52381
C -1.09989 2.60972 -2.48797
C 0.83160 3.93084 -0.57629
Ge 2.33431 1.70284 1.48718
C 1.68666 2.96733 2.88424
C 1.84660 4.34736 2.75169
C 1.30688 5.23016 3.68027
C 0.59570 4.74412 4.76774
C 0.42719 3.37336 4.91555
C 0.96394 2.49735 3.98158
C 4.02786 2.56997 0.90595
C 4.44736 2.43761 -0.41704
C 5.62083 3.03252 -0.86622
C 6.40709 3.76348 0.01269
C 6.01256 3.89710 1.33851
C 4.83241 3.30976 1.77536
H 2.79965 3.01490 -2.64764
H 1.47068 3.01743 -3.81344
H 2.31909 1.51337 -3.44054
H -0.90961 3.40395 -3.21589
H -1.83214 2.98755 -1.76965
H -1.55576 1.76537 -3.01315
H 0.51981 4.75110 -1.23026
H 1.87602 4.09802 -0.30300
H 0.22227 3.94950 0.32876
H 2.40161 4.74718 1.91092
H 1.44267 6.29815 3.55150
H 0.17192 5.42899 5.49331
H -0.13336 2.98415 5.75804
H 0.81020 1.43219 4.09933
H 3.84802 1.85822 -1.11016
H 5.91994 2.91906 -1.90205
H 7.32284 4.22918 -0.33260
H 6.62309 4.46472 2.03153
H 4.52831 3.43097 2.80967
O 1.92399 -2.44552 3.11840
S 1.78165 -1.18104 2.43571
O 1.83209 -1.33632 0.93710
O 0.52868 -0.45228 2.68376
S 3.32129 0.05525 2.90925
*
```

Results
E_LUMO (alpha / beta) ... 1.9 / 1.9 eV
ΔE to the lowest compared entry with this formula, charge and spin ... 0.0 kJ/mol
HOMO level (alpha / beta) ... -4.250 / -4.191 eV


# 4
Molecular formula: C51H51BO17P
Method: DFT, ωB97M-V/def2-TZVPD

ORCA input file:
```
! wB97M-V def2-TZVPD RIJCOSX def2/J DEFGRID3
* xyz -1 1
C 0.11355 1.03966 1.27428
C -0.86256 0.05642 1.93185
O -0.62188 -0.08152 3.32817
C 0.03907 -1.28164 3.71176
C 1.26200 -1.66693 2.88514
O 2.03231 -2.50385 3.72785
C 2.77703 -3.47380 3.02670
C 3.78157 -2.87131 2.03644
O 4.22729 -1.64124 2.51827
C 5.17087 -1.01861 1.60602
B 4.47168 -0.34688 0.28391
P 4.56545 -1.57459 -1.26951
C 2.80647 -1.84736 -1.83120
C 5.26250 -0.60154 -2.70962
H -0.32666 2.04073 1.27646
H 1.02426 1.09898 1.87021
H 0.35701 0.76737 0.24707
H -0.87395 -0.91757 1.43208
H -1.87510 0.46551 1.83474
H -0.65839 -2.13131 3.72808
H 0.37947 -1.13900 4.73585
H 1.86572 -0.79790 2.60434
H 0.96739 -2.21327 1.97916
H 2.09101 -4.13570 2.47578
H 3.28991 -4.07068 3.78435
H 3.29920 -2.76135 1.05076
H 4.62376 -3.57015 1.89895
H 5.69528 -0.27937 2.21834
H 5.90383 -1.78939 1.31304
H 3.28606 -0.12904 0.52351
H 5.02536 0.71298 0.01290
H 2.16128 -1.67889 -0.96479
H 2.65915 -2.86332 -2.20374
H 2.53787 -1.12738 -2.61112
H 4.45657 -0.23862 -3.35861
H 5.92432 -1.22529 -3.31494
H 5.82366 0.24424 -2.30751
C -0.67871 -1.98590 -3.06641
C -0.96190 -1.80070 -4.35160
C -0.90305 -2.91806 -5.31680
O -1.15150 -2.74647 -6.49753
C -0.52731 -4.25764 -4.80532
C -0.23737 -4.44574 -3.52070
C -0.29070 -3.32251 -2.54907
O -0.00265 -3.47489 -1.38535
H -0.69347 -1.18134 -2.34298
H -1.22807 -0.83334 -4.75519
H -0.49754 -5.05769 -5.53429
H 0.05322 -5.40940 -3.12254
C -3.81864 -5.71593 -10.97031
C -3.76351 -6.30586 -9.77997
C -3.16283 -5.61557 -8.60881
O -3.11002 -6.16074 -7.52587
C -2.62900 -4.24531 -8.81027
C -2.68584 -3.66062 -10.00536
C -3.28343 -4.34478 -11.17646
O -3.33955 -3.81284 -12.26581
H -4.24947 -6.19569 -11.84012
H -4.14550 -7.30376 -9.60487
H -2.19362 -3.76233 -7.93962
H -2.30201 -2.66331 -10.17983
C -0.62849 1.19848 9.39943
C -0.84304 0.04154 8.77952
C -0.64928 -0.08209 7.31518
O -0.87045 -1.12906 6.74217
C -0.20903 1.12084 6.56103
C 0.00873 2.27356 7.18999
C -0.18287 2.40260 8.65698
O 0.01212 3.45715 9.22733
H -0.76891 1.31905 10.46674
H -1.17521 -0.84651 9.29684
H -0.08632 1.00301 5.48925
H 0.33018 3.16703 6.66980
C 0.55777 3.09284 -6.34048
C 0.41663 2.05035 -5.52729
C 1.59904 1.33174 -4.98404
O 1.48146 0.38053 -4.24555
C 2.94321 1.82687 -5.37949
C 3.08205 2.87046 -6.19290
C 1.90166 3.58297 -6.73528
O 2.02483 4.53758 -7.47730
H -0.28697 3.63199 -6.75007
H -0.55372 1.67872 -5.22352
H 3.78771 1.28999 -4.96522
H 4.05020 3.24903 -6.49478
C -6.14564 0.35164 6.10879
C -6.37404 0.80961 4.88164
C -5.29054 0.85891 3.86437
O -5.50667 1.28243 2.74825
C -3.94922 0.37478 4.26912
C -3.72058 -0.08836 5.49539
C -4.79952 -0.13267 6.51291
O -4.60142 -0.54038 7.64010
H -6.91693 0.30970 6.86781
H -7.34515 1.16805 4.56398
H -3.16712 0.41369 3.52270
H -2.74452 -0.44419 5.79826
C -4.53123 -0.87735 11.60619
C -5.39078 -0.54138 12.56452
C -4.92649 -0.20887 13.93448
O -5.70854 0.09485 14.81004
C -3.46446 -0.26075 14.19631
C -2.60320 -0.59579 13.23983
C -3.07223 -0.93126 11.87273
O -2.29567 -1.23500 10.99262
H -4.83937 -1.11999 10.59594
H -6.45918 -0.49244 12.39751
H -3.15091 -0.01200 15.20214
H -1.53416 -0.64168 13.40539
C 3.07953 8.08628 -8.40447
C 3.22651 7.05888 -9.23744
C 3.97059 7.20845 -10.51354
O 4.10817 6.27890 -11.27993
C 4.54436 8.54414 -10.82347
C 4.39532 9.56875 -9.98918
C 3.65050 9.42001 -8.71217
O 3.51755 10.35802 -7.95452
H 2.54119 7.99988 -7.46914
H 2.81678 6.08021 -9.02394
H 5.08306 8.62730 -11.75897
H 4.80284 10.55100 -10.19247
*
```

Results
E_LUMO ... -0.5 eV
HOMO level ... -3.473 eV